C19H36I2NOP2Yb as an isolated structure at a distorted geometry, computed with ωB97M-V/def2-TZVPD.

Last column: Löwdin charge in e.
Positions of all 62 atoms, in Å:
1 I 0.5983 -5.1418 -2.2047  0.1149
2 I 0.9354 -7.3929 -0.2078  0.2687
3 Yb 0.2141 -1.9201 -1.2020  0.8428
4 P 2.5949 -1.6281 0.1470  0.6793
5 C 3.9624 -2.8301 -0.0083  -0.2762
6 C 3.3179 -0.2923 -0.9098  -0.2883
7 H 4.3808 -0.0398 -0.7657  0.0710
8 H 4.1494 -0.7495 1.6107  0.0515
9 H 2.7002 0.5912 -0.7077  0.0169
10 H 2.5651 -0.1866 2.2917  0.0487
11 H 3.9659 -3.3905 -0.9606  0.0498
12 H 3.2076 -0.6063 -1.9547  0.0372
13 C 3.1082 -1.0269 1.8110  -0.2463
14 H 4.8868 -2.2233 0.0629  0.0605
15 H 3.0692 -1.9066 2.4733  0.0510
16 H 3.9435 -3.5602 0.8186  0.0565
17 P -2.1106 -2.2038 0.2533  0.6780
18 C -3.1548 -3.7009 0.1596  -0.2757
19 C -2.6761 -1.7334 1.9433  -0.2458
20 H -2.7892 -0.0828 -0.5839  0.0167
21 H -4.2694 -1.1018 -0.5657  0.0708
22 H -3.0493 -1.3778 -1.8106  0.0372
23 C -3.1850 -1.0904 -0.7610  -0.2884
24 H -2.3308 -0.7829 2.4012  0.0485
25 H -3.7618 -1.7169 1.7934  0.0516
26 H -4.1937 -3.3340 0.2769  0.0606
27 H -2.9207 -4.3978 0.9824  0.0561
28 H -2.3959 -2.5724 2.6002  0.0506
29 H -3.0683 -4.2536 -0.7935  0.0507
30 C 0.4614 -3.7852 1.2540  -0.0841
31 O 0.5720 -4.6372 2.0610  0.0070
32 C -0.6516 5.4231 0.8181  -0.0190
33 C -0.4612 3.9081 0.9450  -0.2254
34 C -0.3681 3.4005 2.2352  0.0237
35 C -0.1944 2.0498 2.5597  -0.2345
36 C -0.1028 1.5881 3.9805  -0.0365
37 C -0.1116 1.1694 1.4647  0.0104
38 C -0.1940 1.5836 0.0807  -0.2471
39 C -0.3719 2.9925 -0.0943  0.0235
40 N -0.0989 0.6357 -0.9397  0.0471
41 C -0.1964 1.1549 -2.3977  -0.5977
42 C -1.5417 1.7918 -2.7044  -0.0391
43 C 0.9377 2.0979 -2.7605  -0.0393
44 C -0.0756 -0.0208 -3.4606  -0.0972
45 H -1.5939 5.6886 1.3535  0.1033
46 H 0.2205 5.9147 1.3111  0.1033
47 H -0.7167 5.7482 -0.2357  0.0871
48 H -0.4366 4.1106 3.0326  0.1325
49 H 0.7223 2.0758 4.5070  0.0958
50 H -0.9953 1.8626 4.5495  0.0958
51 H 0.0333 0.5118 4.0812  0.0771
52 H 0.0238 0.1044 1.6038  0.0807
53 H -0.4405 3.3632 -1.1034  0.0711
54 H -1.6997 2.7943 -2.2702  0.0871
55 H -1.6346 1.8450 -3.8057  0.1059
56 H -2.3620 1.1753 -2.2798  0.0793
57 H 1.9010 1.7014 -2.3759  0.0793
58 H 0.9659 2.1662 -3.8643  0.1060
59 H 0.8666 3.1108 -2.3277  0.0872
60 H 0.9218 -0.5680 -3.4975  0.0799
61 H -0.9096 -0.7957 -3.4526  0.0800
62 H -0.1631 0.4909 -4.4572  0.1079

Atomic forces in eV per Å
I 0.23 -1.51 1.29
I -0.25 1.68 -1.45
Yb -0.10 0.47 -0.09
P 1.95 0.89 0.29
C 0.33 -0.54 -0.09
C -0.53 0.07 -0.06
H -0.38 -0.33 0.30
H -0.14 0.04 0.53
H 0.25 -0.01 -0.31
H 0.20 -0.52 -0.61
H -0.05 0.33 0.39
H -0.04 0.28 -0.02
C -0.38 -0.11 0.23
H -0.36 -0.55 -0.03
H 0.15 0.42 -0.03
H 0.02 0.26 -0.34
P -2.12 0.41 0.36
C -0.18 -0.61 -0.09
C 0.41 -0.01 0.21
H -0.26 -0.07 -0.30
H 0.47 -0.22 0.27
H -0.04 0.29 -0.02
C 0.50 0.19 -0.09
H -0.10 -0.56 -0.60
H 0.15 0.07 0.52
H 0.48 -0.45 -0.05
H -0.10 0.24 -0.34
H -0.24 0.37 -0.03
H -0.02 0.33 0.39
C 0.63 -4.60 4.14
O -0.60 4.54 -4.12
C 0.06 -0.53 -0.05
C 0.03 -0.28 -0.40
C 0.04 -0.22 0.59
C 0.07 -0.85 -1.76
C 0.00 0.12 0.42
C 0.01 -0.01 -0.08
C 0.06 -0.48 -0.07
C -0.09 0.61 -0.64
N -0.18 1.40 -0.07
C 0.09 -0.82 0.45
C -1.11 0.06 0.20
C 1.08 0.34 0.16
C 0.05 -0.47 0.01
H 0.77 0.03 -0.43
H -0.77 -0.17 -0.39
H 0.03 -0.12 0.57
H -0.02 0.30 0.54
H 0.04 -0.03 -0.16
H -0.04 -0.04 -0.16
H 0.00 0.00 -0.17
H 0.03 -0.17 0.32
H -0.02 0.18 0.29
H 0.24 -0.51 -0.45
H -0.25 0.15 0.63
H 0.39 0.24 -0.56
H -0.45 0.13 -0.54
H 0.24 0.21 0.61
H -0.13 -0.55 -0.45
H -0.79 0.67 0.23
H 0.61 0.85 0.19
H 0.12 -0.82 0.89

Values from the calculation:
**<S²>**: 0.79
**E**: -3311.797827 Ha
**Max |F|**: 0.121 hartree/bohr
**2S+1**: 2
**Relative energy (zero: lowest compared OMol25 entry of this formula, charge and spin)**: 0.653 eV
**Highest occupied orbital energy (spin up / spin down)**: -13.8 / -14.4 eV
**Frontier orbital gap (spin up / spin down)**: 5.1055 / 5.6615 eV
**Charge**: +2